1.
{
  "formula": "CH8O2",
  "method": "ωB97M-V with the def2-TZVPD basis set",
  "elements": ["C", "H", "H", "H", "H", "H", "H", "O", "H", "H", "O"],
  "xyz": [[-0.637, -2.932, -0.687], [-1.384, -3.565, -0.195], [0.182, -2.765, 0.003], [-0.226, -3.398, -1.584], [-1.051, -1.959, -0.959], [-0.213, 1.680, 0.762], [-0.816, 2.597, 1.841], [-0.079, 1.996, 1.675], [0.897, 0.420, -1.650], [1.471, 0.839, -0.274], [0.698, 0.955, -0.855]],
  "homo_lumo_gap_ev": [3.135, 10.897],
  "homo_energy_ev": [1.11, -6.83],
  "multiplicity": 2,
  "s2": 0.750,
  "energy_ev": -5260.6606,
  "charge": -1,
  "e_above_lowest_kcal_mol": 0.52
}



2.
{
  "formula": "CH8O2S",
  "method": "ωB97M-V with the def2-TZVPD basis set",
  "elements": ["C", "S", "H", "H", "H", "H", "O", "H", "H", "O", "H", "H"],
  "xyz": [[0.217, -1.571, 1.872], [-0.417, -2.461, 0.432], [0.096, -0.547, 1.633], [-0.330, -1.802, 2.766], [1.277, -1.753, 1.985], [0.119, -3.667, 0.651], [0.551, 2.342, -0.153], [1.440, 2.686, 0.011], [0.701, 1.466, -0.523], [-1.007, 1.881, -3.192], [-1.829, 1.377, -3.216], [-0.818, 2.048, -2.265]],
  "homo_lumo_gap_ev": 9.763,
  "homo_energy_ev": -9.23,
  "energy_ev": -16096.7146,
  "charge": 0,
  "e_above_lowest_kcal_mol": 9.91
}



3.
{
  "formula": "CH8O3SSi2",
  "method": "ωB97M-V with the def2-TZVPD basis set",
  "elements": ["C", "O", "O", "O", "Si", "Si", "S", "H", "H", "H", "H", "H", "H", "H", "H"],
  "xyz": [[-0.074, -1.258, 0.216], [1.245, 0.847, -0.774], [2.261, -0.114, 1.063], [-1.120, 1.090, -0.053], [-2.673, 0.687, 0.225], [2.893, 0.298, -0.287], [0.432, 0.485, 0.513], [-0.554, -1.332, -0.861], [0.848, -1.789, 0.213], [-0.936, -1.368, 0.784], [-3.415, 2.044, 0.221], [-2.866, -0.350, -0.969], [-3.103, -0.041, 1.372], [3.461, -0.715, -1.414], [3.602, 1.516, -0.248]],
  "homo_lumo_gap_ev": [5.665, 7.266],
  "homo_energy_ev": [-4.99, -10.85],
  "multiplicity": 3,
  "s2": 2.007,
  "energy_ev": -33893.7418,
  "charge": 0,
  "e_above_lowest_kcal_mol": 0.00
}



4.
{
  "formula": "CH8P2Si2",
  "method": "ωB97M-V with the def2-TZVPD basis set",
  "elements": ["C", "Si", "Si", "P", "P", "H", "H", "H", "H", "H", "H", "H", "H"],
  "xyz": [[1.066, 0.081, 0.507], [-0.715, 0.502, 0.711], [2.319, 1.227, -0.322], [-2.272, -0.100, -1.099], [-2.316, -2.140, -0.726], [1.613, -0.897, 0.701], [-1.014, 0.002, 2.154], [-0.761, 1.913, 0.564], [2.465, 0.503, -1.534], [3.632, 0.990, 0.664], [2.281, 2.610, -0.659], [-3.322, -2.626, -1.623], [-2.975, -2.065, 0.662]],
  "homo_lumo_gap_ev": [7.097, 6.843],
  "homo_energy_ev": [-8.53, -8.03],
  "energy_ev": -35494.7063,
  "charge": 0,
  "e_above_lowest_kcal_mol": 43.47
}



5.
{
  "formula": "CH9N2O6Y",
  "method": "ωB97M-V with the def2-TZVPD basis set",
  "elements": ["Y", "O", "H", "O", "H", "O", "H", "O", "H", "O", "H", "C", "O", "N", "N", "H", "H", "H", "H"],
  "xyz": [[0.123, -2.188, 0.605], [-0.291, 0.156, 3.066], [-0.658, 0.698, 3.792], [0.239, -4.382, -2.064], [0.057, -5.340, -2.001], [-3.328, -2.347, 0.134], [-4.091, -2.393, -0.474], [3.112, -1.532, -0.809], [3.502, -0.640, -0.886], [1.236, -4.258, 2.943], [1.544, -3.929, 3.810], [-0.229, 2.749, -1.070], [-0.016, 1.576, -1.192], [-0.090, 3.547, -2.072], [-0.460, 3.369, 0.051], [-0.306, 4.510, -1.860], [0.343, 3.219, -2.924], [-0.396, 4.376, 0.077], [-0.294, 2.809, 0.875]],
  "homo_lumo_gap_ev": 6.052,
  "homo_energy_ev": -1.84,
  "energy_ev": -17482.6997,
  "charge": -2,
  "e_above_lowest_kcal_mol": 0.00
}



6.
{
  "formula": "CH9N3",
  "method": "ωB97M-V with the def2-TZVPD basis set",
  "elements": ["N", "C", "N", "H", "H", "H", "H", "H", "H", "N", "H", "H", "H"],
  "xyz": [[-1.851, 0.984, -0.865], [-1.193, -0.091, -0.147], [-1.707, -1.435, -0.503], [-1.654, 0.846, -1.854], [-2.857, 0.870, -0.798], [-0.133, -0.069, -0.412], [-1.252, 0.087, 0.937], [-1.216, -2.129, 0.056], [-2.690, -1.500, -0.262], [3.368, 0.477, 1.025], [3.492, 1.404, 1.428], [3.536, 0.621, 0.033], [4.157, -0.065, 1.361]],
  "homo_lumo_gap_ev": 10.503,
  "homo_energy_ev": -9.38,
  "energy_ev": -5653.1404,
  "charge": 0,
  "e_above_lowest_kcal_mol": 2.55
}



7.
{
  "formula": "CH9N3O2",
  "method": "ωB97M-V with the def2-TZVPD basis set",
  "elements": ["N", "C", "N", "N", "H", "H", "H", "H", "H", "H", "H", "O", "H", "H", "O"],
  "xyz": [[-0.028, 0.083, -1.611], [0.036, -1.231, -1.150], [0.844, -2.072, -1.894], [-0.383, -1.622, -0.022], [-0.094, 0.215, -2.603], [0.278, 0.830, -1.013], [1.463, -1.676, -2.571], [0.914, -3.027, -1.599], [-0.933, -0.942, 0.483], [1.644, 1.457, 2.367], [0.427, 2.056, 1.677], [1.364, 2.242, 1.888], [-1.906, 0.755, 1.574], [-2.281, 1.866, 2.652], [-1.614, 1.576, 2.006]],
  "homo_lumo_gap_ev": [2.818, 9.232],
  "homo_energy_ev": [0.86, -5.74],
  "multiplicity": 2,
  "s2": 0.751,
  "energy_ev": -9747.5014,
  "charge": -1,
  "e_above_lowest_kcal_mol": 9.49
}



8.
{
  "formula": "CH9N5",
  "method": "ωB97M-V with the def2-TZVPD basis set",
  "elements": ["N", "N", "C", "N", "N", "N", "H", "H", "H", "H", "H", "H", "H", "H", "H"],
  "xyz": [[1.441, 0.946, -0.355], [0.200, 1.588, -0.427], [-0.885, 1.152, 0.440], [-1.059, -0.284, 0.135], [-0.125, -1.174, 0.515], [0.004, -2.410, 0.022], [1.830, 1.127, -1.226], [2.096, 1.364, 0.401], [-0.127, 1.686, -1.334], [-0.681, 1.322, 1.465], [-1.863, 1.654, 0.175], [-1.848, -0.675, -0.369], [0.381, -0.857, 1.412], [-0.351, -2.545, -0.948], [0.988, -2.895, 0.095]],
  "homo_lumo_gap_ev": [9.423, 6.661],
  "homo_energy_ev": [-19.85, -18.36],
  "energy_ev": -8610.5473,
  "charge": 2,
  "e_above_lowest_kcal_mol": 163.02
}



9.
{
  "formula": "CH9NO3",
  "method": "ωB97M-V with the def2-TZVPD basis set",
  "elements": ["C", "N", "H", "H", "H", "O", "H", "H", "O", "H", "H", "O", "H", "H"],
  "xyz": [[1.599, -0.898, -1.092], [1.162, 0.231, -1.458], [1.831, -1.044, -0.043], [1.755, -1.724, -1.781], [0.942, 0.213, -2.451], [0.334, 1.846, 0.640], [0.589, 1.279, -0.108], [0.128, 2.728, 0.271], [-1.482, -1.607, -0.272], [-1.486, -1.131, 0.577], [-1.944, -1.008, -0.884], [-1.404, 0.142, 2.015], [-1.254, 0.199, 2.973], [-0.771, 0.773, 1.612]],
  "homo_lumo_gap_ev": 11.568,
  "homo_energy_ev": -10.71,
  "energy_ev": -8815.3028,
  "charge": 0,
  "e_above_lowest_kcal_mol": 7.02
}



10.
{
  "formula": "CH9NO3",
  "method": "ωB97M-V with the def2-TZVPD basis set",
  "elements": ["C", "N", "H", "H", "H", "O", "H", "H", "O", "H", "H", "O", "H", "H"],
  "xyz": [[1.067, -1.112, -0.406], [0.439, -1.066, -1.502], [1.006, -0.272, 0.294], [1.734, -1.900, -0.047], [0.752, -1.800, -2.149], [1.452, -0.199, 3.139], [1.115, 0.070, 4.004], [0.892, -0.964, 2.975], [-0.208, 2.123, -1.616], [0.506, 2.028, -0.978], [-0.010, 1.286, -2.074], [-3.128, 0.265, -0.414], [-2.232, 0.347, -0.775], [-3.386, 1.194, -0.453]],
  "homo_lumo_gap_ev": 11.302,
  "homo_energy_ev": -10.76,
  "energy_ev": -8814.6033,
  "charge": 0,
  "e_above_lowest_kcal_mol": 23.15
}



11.
{
  "formula": "CH9NO5",
  "method": "ωB97M-V with the def2-TZVPD basis set",
  "elements": ["N", "C", "O", "O", "H", "H", "H", "O", "H", "H", "O", "H", "H", "O", "H", "H"],
  "xyz": [[0.144, 2.279, -1.083], [-1.063, 2.067, -0.535], [-1.934, 2.893, -0.375], [-1.218, 0.765, -0.170], [0.880, 1.587, -1.047], [0.380, 3.194, -1.413], [-2.164, 0.654, -0.010], [0.483, -1.767, 2.198], [0.332, -2.690, 1.970], [0.011, -1.490, 2.984], [-0.228, -2.562, -0.961], [-0.773, -2.660, -0.174], [-0.303, -1.630, -1.202], [1.962, 0.156, -0.190], [1.941, -0.694, -0.649], [1.552, -0.102, 0.657]],
  "homo_lumo_gap_ev": 10.422,
  "homo_energy_ev": -10.24,
  "energy_ev": -12911.6942,
  "charge": 0,
  "e_above_lowest_kcal_mol": 5.72
}



12.
{
  "formula": "CH9P5",
  "method": "ωB97M-V with the def2-TZVPD basis set",
  "elements": ["P", "P", "H", "H", "H", "H", "P", "C", "P", "P", "H", "H", "H", "H", "H"],
  "xyz": [[-2.539, -1.027, -0.438], [-2.870, 0.937, 0.297], [-1.093, -0.627, -0.372], [-2.284, -1.798, 0.777], [-4.244, 1.026, 0.420], [-2.392, 1.592, -0.783], [1.051, -0.476, 1.718], [1.854, 0.065, 0.306], [1.853, 1.801, 0.066], [2.983, -0.945, -0.680], [1.411, -1.957, 1.535], [1.091, 1.762, -1.176], [0.751, 2.321, 0.665], [2.222, -2.077, -0.470], [2.207, -0.596, -1.866]],
  "homo_lumo_gap_ev": 7.969,
  "homo_energy_ev": -8.40,
  "energy_ev": -47622.5650,
  "charge": 0,
  "e_above_lowest_kcal_mol": 38.95
}



> Number 11 is which compound?

CH9NO5